{
  "formula": "C6H10FN",
  "method": "ωB97M-V/def2-TZVPD",
  "species": ["C", "C", "F", "C", "C", "C", "C", "N", "H", "H", "H", "H", "H", "H", "H", "H", "H", "H"],
  "coordinates": [[-2.253, 1.306, 0.138], [-2.407, -0.134, -0.148], [-3.660, -0.440, -0.525], [-1.527, -1.156, -0.038], [-0.119, -1.027, 0.340], [0.750, -0.065, -0.065], [2.169, 0.011, 0.367], [3.056, 0.115, -0.788], [-3.114, 1.621, 0.762], [-2.262, 1.904, -0.761], [-1.302, 1.550, 0.671], [-1.907, -2.146, -0.250], [0.252, -1.767, 1.004], [0.415, 0.691, -0.798], [2.452, -0.825, 1.053], [2.361, 0.918, 0.912], [4.049, 0.220, -0.541], [3.046, -0.774, -1.331]],
  "atomic_forces_ev_per_a": [[0.26, 0.54, 1.13], [1.46, -1.25, 0.23], [-0.45, -0.03, -0.16], [-0.71, 1.29, -0.22], [0.69, 1.64, -0.83], [-1.44, -0.70, -0.10], [0.92, -0.58, 0.31], [0.76, -1.27, -1.18], [0.47, -0.07, -0.31], [-0.11, 0.14, -0.40], [-0.79, -0.44, -0.36], [-0.06, -0.08, 0.06], [0.34, -0.74, 0.53], [0.29, -0.42, 0.42], [-0.47, 0.35, -0.36], [-0.21, 0.55, 0.53], [-0.72, 0.15, 0.22], [-0.22, 0.93, 0.48]],
  "lowdin_charge": [-0.031, -0.347, 0.042, -0.043, -0.105, -0.112, -0.317, -0.034, 0.095, 0.081, 0.089, 0.109, 0.089, 0.120, 0.117, 0.100, 0.068, 0.080],
  "gap_ev": 9.58,
  "homo_energy_ev": -8.56,
  "total_energy_ev": -10590.5538,
  "smiles": "C/C(F)=C\\C=C\\CN"
}